A 11-piece molecular cluster, C72H92F6N18O15S6 overall at a distorted geometry, computed with ωB97M-V/def2-TZVPD.

Last columns: bonded neighbours and bond lengths (Å).
Geometry (Å):
1 C -7.175 -16.731 -6.495  C2 1.543, H9 1.090, H10 1.090, H11 1.090
2 C -6.736 -18.023 -5.774  C1 1.543, N3 1.450, H12 1.090, H13 1.090
3 N -7.128 -19.097 -6.666  C2 1.450, C4 1.374, C7 1.389
4 C -6.343 -19.534 -7.705  N3 1.374, C5 1.398, H14 1.080
5 C -7.010 -20.595 -8.327  C4 1.398, N6 1.448, H15 1.080
6 N -8.277 -20.822 -7.665  C5 1.448, C7 1.415, C8 1.472
7 C -8.280 -19.871 -6.617  N3 1.389, N6 1.415, H16 1.080
8 C -9.219 -21.939 -7.849  N6 1.472, H17 1.090, H18 1.090, H19 1.090
9 H -8.247 -16.666 -6.684  C1 1.090
10 H -6.838 -16.532 -7.512  C1 1.090
11 H -6.890 -15.798 -6.008  C1 1.090
12 H -7.230 -18.234 -4.826  C2 1.090
13 H -5.647 -17.990 -5.750  C2 1.090
14 H -5.406 -19.035 -7.900  C4 1.080
15 H -6.727 -21.290 -9.103  C5 1.080
16 H -9.065 -19.769 -5.882  C7 1.080
17 H -9.973 -21.804 -7.075  C8 1.090
18 H -8.679 -22.848 -7.583  C8 1.090
19 H -9.839 -22.018 -8.742  C8 1.090
20 C -0.310 -16.925 4.405  C21 1.534, H28 1.090, H29 1.090, H30 1.090
21 C -0.505 -17.709 3.101  C20 1.534, N22 1.507, H31 1.090, H32 1.090
22 N 0.791 -17.821 2.340  C21 1.507, C23 1.454, C26 1.397
23 C 1.020 -17.670 0.913  N22 1.454, C24 1.465, H33 1.080
24 C 2.423 -18.032 0.693  C23 1.465, N25 1.342, H34 1.080
25 N 2.943 -18.394 1.876  C24 1.342, C26 1.341, C27 1.497
26 C 2.009 -18.298 2.833  N22 1.397, N25 1.341, H35 1.080
27 C 4.279 -19.056 2.007  N25 1.497, H36 1.090, H37 1.090, H38 1.090
28 H 0.543 -17.338 4.944  C20 1.090
29 H -1.245 -16.990 4.962  C20 1.090
30 H -0.112 -15.864 4.259  C20 1.090
31 H -1.295 -17.150 2.600  C21 1.090
32 H -0.872 -18.707 3.339  C21 1.090
33 H 0.234 -17.338 0.250  C23 1.080
34 H 3.011 -17.911 -0.204  C24 1.080
35 H 2.112 -18.690 3.834  C26 1.080
36 H 4.534 -19.568 1.079  C27 1.090
37 H 4.302 -19.671 2.907  C27 1.090
38 H 4.992 -18.273 2.263  C27 1.090
39 C 1.074 -14.644 -23.083  N40 1.452, H53 1.090, H54 1.090, H55 1.090
40 N 1.332 -15.036 -21.709  C39 1.452, C41 1.366, C45 1.366
41 C 0.935 -14.296 -20.631  N40 1.366, C42 1.360, H56 1.080
42 C 1.223 -14.673 -19.356  C41 1.360, C43 1.408, H57 1.080
43 C 1.982 -15.826 -19.076  C42 1.408, C44 1.408, C46 1.463
44 C 2.394 -16.583 -20.189  C43 1.408, C45 1.401, H58 1.080
45 C 2.047 -16.178 -21.484  N40 1.366, C44 1.401, H59 1.080
46 C 2.457 -16.118 -17.723  C43 1.463, C47 1.423, C51 1.420
47 C 1.582 -15.890 -16.624  C46 1.423, C48 1.416, H60 1.080
48 C 2.077 -15.889 -15.297  C47 1.416, N49 1.343, H61 1.080
49 N 3.384 -16.055 -15.034  C48 1.343, C50 1.392, C52 1.425
50 C 4.272 -16.316 -16.074  N49 1.392, C51 1.419, H62 1.080
51 C 3.825 -16.348 -17.420  C46 1.420, C50 1.419, H63 1.080
52 C 3.870 -15.969 -13.698  N49 1.425, H64 1.090, H65 1.090, H66 1.090
53 H 1.748 -13.811 -23.283  C39 1.090
54 H 0.012 -14.433 -23.210  C39 1.090
55 H 1.388 -15.500 -23.680  C39 1.090
56 H 0.472 -13.331 -20.771  C41 1.080
57 H 0.954 -13.982 -18.571  C42 1.080
58 H 2.967 -17.497 -20.127  C44 1.080
59 H 2.412 -16.650 -22.384  C45 1.080
60 H 0.521 -15.794 -16.801  C47 1.080
61 H 1.383 -15.823 -14.473  C48 1.080
62 H 5.285 -16.553 -15.787  C50 1.080
63 H 4.509 -16.547 -18.232  C51 1.080
64 H 4.775 -15.361 -13.679  C52 1.090
65 H 4.126 -16.985 -13.399  C52 1.090
66 H 3.159 -15.470 -13.040  C52 1.090
67 C 3.137 -23.462 -10.454  N68 1.469, H81 1.090, H82 1.090, H83 1.090
68 N 3.414 -24.287 -9.271  C67 1.469, C69 1.318, C73 1.350
69 C 4.132 -23.722 -8.320  N68 1.318, C70 1.455, H84 1.080
70 C 4.557 -24.433 -7.123  C69 1.455, C71 1.409, H85 1.080
71 C 4.243 -25.803 -7.029  C70 1.409, C72 1.369, C74 1.531
72 C 3.534 -26.367 -8.055  C71 1.369, C73 1.416, H86 1.080
73 C 3.165 -25.611 -9.195  N68 1.350, C72 1.416, H87 1.080
74 C 4.713 -26.662 -5.852  C71 1.531, C75 1.451, C79 1.381
75 C 6.072 -26.561 -5.352  C74 1.451, C76 1.395, H88 1.080
76 C 6.530 -27.274 -4.243  C75 1.395, N77 1.364, H89 1.080
77 N 5.722 -28.238 -3.717  C76 1.364, C78 1.360, C80 1.480
78 C 4.443 -28.414 -4.145  N77 1.360, C79 1.409, H90 1.080
79 C 3.957 -27.614 -5.197  C74 1.381, C78 1.409, H91 1.080
80 C 6.171 -29.117 -2.615  N77 1.480, H92 1.090, H93 1.090, H94 1.090
81 H 3.023 -22.432 -10.118  C67 1.090
82 H 2.245 -23.786 -10.991  C67 1.090
83 H 3.990 -23.689 -11.094  C67 1.090
84 H 4.490 -22.719 -8.498  C69 1.080
85 H 5.198 -23.925 -6.418  C70 1.080
86 H 3.388 -27.432 -7.948  C72 1.080
87 H 2.540 -26.041 -9.964  C73 1.080
88 H 6.693 -25.783 -5.770  C75 1.080
89 H 7.533 -27.287 -3.843  C76 1.080
90 H 3.795 -29.077 -3.590  C78 1.080
91 H 2.892 -27.687 -5.364  C79 1.080
92 H 6.640 -28.464 -1.879  C80 1.090
93 H 6.851 -29.901 -2.949  C80 1.090
94 H 5.252 -29.571 -2.244  C80 1.090
95 C -11.840 -10.201 -21.892  N96 1.454, H109 1.090, H110 1.090, H111 1.090
96 N -11.219 -10.553 -20.625  C95 1.454, C97 1.334, C101 1.403
97 C -11.202 -11.857 -20.348  N96 1.334, C98 1.406, H112 1.080
98 C -10.611 -12.305 -19.153  C97 1.406, C99 1.384, H113 1.080
99 C -9.834 -11.466 -18.374  C98 1.384, C100 1.412, C102 1.487
100 C -9.758 -10.095 -18.707  C99 1.412, C101 1.410, H114 1.080
101 C -10.444 -9.667 -19.862  N96 1.403, C100 1.410, H115 1.080
102 C -8.990 -11.988 -17.268  C99 1.487, C103 1.413, C107 1.437
103 C -8.577 -11.232 -16.147  C102 1.413, C104 1.420, H116 1.080
104 C -7.651 -11.754 -15.206  C103 1.420, N105 1.345, H117 1.080
105 N -7.227 -13.027 -15.304  C104 1.345, C106 1.358, C108 1.454
106 C -7.612 -13.862 -16.303  N105 1.358, C107 1.433, H118 1.080
107 C -8.489 -13.334 -17.306  C102 1.437, C106 1.433, H119 1.080
108 C -6.289 -13.499 -14.299  N105 1.454, H120 1.090, H121 1.090, H122 1.090
109 H -11.232 -10.444 -22.764  C95 1.090
110 H -11.973 -9.127 -22.015  C95 1.090
111 H -12.790 -10.732 -21.944  C95 1.090
112 H -11.672 -12.580 -20.998  C97 1.080
113 H -10.653 -13.382 -19.082  C98 1.080
114 H -9.084 -9.466 -18.145  C100 1.080
115 H -10.403 -8.623 -20.135  C101 1.080
116 H -8.962 -10.246 -15.936  C103 1.080
117 H -7.259 -11.103 -14.438  C104 1.080
118 H -7.202 -14.861 -16.316  C106 1.080
119 H -8.813 -14.024 -18.071  C107 1.080
120 H -6.615 -14.496 -14.002  C108 1.090
121 H -6.506 -12.913 -13.406  C108 1.090
122 H -5.257 -13.482 -14.649  C108 1.090
123 C -0.928 -13.074 -2.884  N124 1.490, H137 1.090, H138 1.090, H139 1.090
124 N -0.025 -13.019 -1.700  C123 1.490, C125 1.343, C129 1.323
125 C 1.309 -12.891 -1.793  N124 1.343, C126 1.382, H140 1.080
126 C 2.073 -12.980 -0.646  C125 1.382, C127 1.414, H141 1.080
127 C 1.468 -13.079 0.628  C126 1.414, C128 1.389, C130 1.511
128 C 0.080 -13.091 0.652  C127 1.389, C129 1.390, H142 1.080
129 C -0.645 -13.106 -0.534  N124 1.323, C128 1.390, H143 1.080
130 C 2.271 -13.224 1.899  C127 1.511, C131 1.406, C135 1.382
131 C 3.531 -13.843 1.980  C130 1.406, C132 1.417, H144 1.080
132 C 4.149 -14.051 3.238  C131 1.417, N133 1.345, H145 1.080
133 N 3.511 -13.728 4.377  C132 1.345, C134 1.353, C136 1.478
134 C 2.347 -13.042 4.312  N133 1.353, C135 1.413, H146 1.080
135 C 1.738 -12.731 3.075  C130 1.382, C134 1.413, H147 1.080
136 C 4.080 -13.983 5.716  N133 1.478, H148 1.090, H149 1.090, H150 1.090
137 H -0.274 -13.029 -3.756  C123 1.090
138 H -1.480 -12.172 -2.617  C123 1.090
139 H -1.330 -14.085 -2.943  C123 1.090
140 H 1.705 -12.808 -2.794  C125 1.080
141 H 3.131 -13.182 -0.725  C126 1.080
142 H -0.430 -13.184 1.600  C128 1.080
143 H -1.718 -12.998 -0.584  C129 1.080
144 H 4.018 -14.106 1.052  C131 1.080
145 H 4.990 -14.728 3.291  C132 1.080
146 H 2.185 -12.608 5.288  C134 1.080
147 H 0.804 -12.196 2.996  C135 1.080
148 H 4.505 -13.000 5.921  C136 1.090
149 H 4.899 -14.698 5.633  C136 1.090
150 H 3.250 -14.433 6.262  C136 1.090
151 C -3.579 -24.452 -10.465  N152 1.507, H165 1.090, H166 1.090, H167 1.090
152 N -3.376 -24.436 -8.971  C151 1.507, C153 1.388, C157 1.317
153 C -4.084 -25.325 -8.175  N152 1.388, C154 1.365, H168 1.080
154 C -4.080 -25.225 -6.813  C153 1.365, C155 1.401, H169 1.080
155 C -3.340 -24.200 -6.209  C154 1.401, C156 1.427, C158 1.509
156 C -2.604 -23.302 -7.039  C155 1.427, C157 1.406, H170 1.080
157 C -2.589 -23.532 -8.426  N152 1.317, C156 1.406, H171 1.080
158 C -3.445 -23.906 -4.732  C155 1.509, C159 1.394, C163 1.358
159 C -3.309 -24.990 -3.867  C158 1.394, C160 1.453, H172 1.080
160 C -3.290 -24.714 -2.441  C159 1.453, N161 1.345, H173 1.080
161 N -3.418 -23.456 -1.983  C160 1.345, C162 1.376, C164 1.473
162 C -3.547 -22.412 -2.871  N161 1.376, C163 1.426, H174 1.080
163 C -3.637 -22.642 -4.275  C158 1.358, C162 1.426, H175 1.080
164 C -3.279 -23.145 -0.550  N161 1.473, H176 1.090, H177 1.090, H178 1.090
165 H -4.074 -25.387 -10.726  C151 1.090
166 H -2.591 -24.570 -10.911  C151 1.090
167 H -4.095 -23.559 -10.817  C151 1.090
168 H -4.671 -26.076 -8.683  C153 1.080
169 H -4.716 -25.893 -6.251  C154 1.080
170 H -2.101 -22.397 -6.731  C156 1.080
171 H -2.184 -22.870 -9.177  C157 1.080
172 H -3.171 -26.010 -4.196  C159 1.080
173 H -3.065 -25.485 -1.719  C160 1.080
174 H -3.668 -21.453 -2.389  C162 1.080
175 H -3.693 -21.715 -4.826  C163 1.080
176 H -2.965 -24.079 -0.083  C164 1.090
177 H -4.205 -22.804 -0.088  C164 1.090
178 H -2.539 -22.360 -0.394  C164 1.090
179 N 7.245 -16.096 -1.791  S180 1.483, S184 1.702
180 S 8.229 -15.074 -1.358  N179 1.483, O181 1.455, O182 1.434, F183 1.594, S184 2.382
181 O 7.642 -13.754 -1.180  S180 1.455
182 O 9.621 -15.290 -1.622  S180 1.434
183 F 8.315 -15.612 0.140  S180 1.594
184 S 7.292 -15.718 -3.450  N179 1.702, S180 2.382, O185 1.445, O186 1.413, F187 1.635
185 O 8.307 -16.321 -4.283  S184 1.445
186 O 6.799 -14.433 -3.769  S184 1.413
187 F 5.981 -16.654 -3.736  S184 1.635
188 N -0.949 -17.700 -7.049  S189 1.526, S193 1.664
189 S -0.312 -17.059 -8.278  N188 1.526, O190 1.456, O191 1.463, F192 1.615, S193 2.427
190 O 0.131 -17.974 -9.320  S189 1.456
191 O 0.475 -15.842 -8.072  S189 1.463
192 F -1.675 -16.607 -9.016  S189 1.615
193 S 0.436 -18.121 -6.228  N188 1.664, S189 2.427, O194 1.454, O195 1.485, F196 1.606
194 O 0.767 -17.225 -5.132  S193 1.454
195 O 1.497 -18.836 -6.982  S193 1.485
196 F -0.183 -19.362 -5.418  S193 1.606
197 N 3.936 -23.757 -0.634  S198 1.487, S202 1.703
198 S 3.381 -24.560 0.487  N197 1.487, O199 1.474, O200 1.450, F201 1.619, S202 2.297
199 O 3.256 -25.994 0.170  S198 1.474
200 O 2.493 -23.917 1.437  S198 1.450
201 F 4.730 -24.640 1.379  S198 1.619
202 S 2.404 -23.614 -1.365  N197 1.703, S198 2.297, O203 1.449, O204 1.488, F205 1.640
203 O 1.528 -22.670 -0.702  S202 1.449
204 O 1.775 -24.843 -1.919  S202 1.488
205 F 2.883 -22.781 -2.694  S202 1.640
206 N -2.793 -19.238 -13.855  O207 1.202, O208 1.257, O209 1.259
207 O -2.793 -18.262 -14.557  N206 1.202
208 O -2.115 -20.187 -14.327  N206 1.257
209 O -3.391 -19.386 -12.757  N206 1.259

Calculated values
energy: -214906.460 eV
F_max: 11.16 eV Å⁻¹
HOMO level: -16.127 eV
charge: +8